No. 1
{"formula": "C16H14O4S4", "method": "ωB97M-V/def2-TZVPD", "species": ["C", "C", "C", "C", "C", "S", "C", "C", "S", "C", "C", "H", "H", "H", "H", "H", "H", "H", "H", "H", "C", "C", "C", "C", "C", "C", "S", "O", "O", "C", "S", "O", "O", "H", "H", "H", "H", "H"], "positions_angstrom": [[-1.724, -0.811, -4.208], [-1.460, 0.562, -4.123], [-1.618, 1.230, -2.912], [-2.007, 0.521, -1.762], [-2.023, 1.181, -0.454], [-2.865, 0.477, 0.878], [-3.276, 2.024, 1.743], [-2.301, 3.127, 1.366], [-1.648, 2.862, -0.311], [-2.338, -0.843, -1.869], [-2.181, -1.505, -3.082], [-1.587, -1.336, -5.153], [-1.130, 1.118, -5.002], [-1.451, 2.307, -2.842], [-4.303, 2.290, 1.472], [-3.237, 1.799, 2.813], [-2.789, 4.107, 1.338], [-1.454, 3.166, 2.062], [-2.709, -1.377, -0.992], [-2.418, -2.568, -3.140], [4.248, -2.773, 1.690], [3.097, -2.713, 0.900], [2.300, -1.570, 0.954], [2.644, -0.512, 1.776], [3.790, -0.559, 2.567], [4.594, -1.699, 2.521], [1.538, 0.900, 1.703], [0.816, 0.995, 2.956], [2.289, 2.032, 1.207], [0.533, 0.260, 0.494], [0.814, -1.323, -0.028], [1.192, -1.343, -1.426], [-0.221, -2.215, 0.456], [4.878, -3.661, 1.654], [2.810, -3.530, 0.242], [4.033, 0.294, 3.196], [5.494, -1.744, 3.135], [-0.330, 0.830, 0.183]], "energy_ev": -68345.4280, "e_homo_ev": -6.68, "fmax_ha_per_bohr": 0.047, "orbital_gap_ev": 4.2, "multiplicity": 1, "relative_energy_kj_mol": 27.3, "mol_weight_g_mol": 398.55}

No. 2
{"formula": "C9H15NS2", "method": "ωB97M-V/def2-TZVPD", "species": ["N", "S", "S", "C", "C", "C", "C", "C", "C", "C", "C", "C", "H", "H", "H", "H", "H", "H", "H", "H", "H", "H", "H", "H", "H", "H", "H"], "positions_angstrom": [[2.498, 3.696, -1.142], [2.520, 1.026, -1.176], [0.098, 2.869, -0.589], [1.817, 2.635, -1.005], [-0.903, -2.046, -0.489], [-2.037, -1.239, 0.272], [0.323, -2.052, 0.450], [-1.993, 0.278, -0.041], [1.325, -0.988, 0.330], [-1.017, 0.933, 0.994], [0.979, 0.219, -0.492], [0.289, 1.291, 0.347], [3.440, 3.705, -1.440], [-1.307, -3.097, -0.557], [-0.714, -1.637, -1.503], [-1.849, -1.430, 1.348], [-2.913, -1.656, 0.165], [0.875, -2.856, -0.032], [0.268, -2.289, 1.550], [-3.064, 0.611, 0.180], [-1.661, 0.471, -1.054], [1.777, -0.632, 1.244], [2.173, -1.383, -0.275], [-1.521, 1.874, 1.232], [-0.979, 0.352, 1.963], [0.444, -0.154, -1.410], [1.133, 1.498, 1.132]], "smiles": "N=C1S[C@H]2CCCCCC[C@@H]2S1", "energy_ev": -32734.8542, "e_homo_ev": -8.92, "fmax_ha_per_bohr": 0.105, "orbital_gap_ev": 9.5, "multiplicity": 1, "relative_energy_kj_mol": 57.7, "mol_weight_g_mol": 201.36}

No. 3
{"formula": "C5H15NO2", "method": "ωB97M-V/def2-TZVPD", "species": ["C", "N", "C", "C", "C", "C", "H", "H", "H", "H", "H", "H", "H", "H", "H", "H", "H", "H", "H", "O", "H", "H", "O"], "positions_angstrom": [[0.907, -1.776, 1.493], [-0.554, -1.553, 1.493], [-1.159, -1.522, 0.156], [-0.771, 1.287, -2.486], [-1.342, 0.329, -1.481], [-0.586, -0.576, -0.860], [1.415, -0.991, 2.047], [1.282, -1.828, 0.479], [1.184, -2.754, 1.893], [-0.978, -2.299, 2.010], [-1.201, -2.522, -0.306], [-2.188, -1.232, 0.331], [-0.836, 2.316, -2.136], [-1.418, 1.315, -3.371], [0.191, 0.967, -2.867], [-2.420, 0.351, -1.383], [0.484, -0.464, -1.010], [2.482, 2.449, -0.389], [2.702, 1.679, 0.936], [2.702, 1.592, -0.018], [-0.477, 1.028, 0.566], [0.285, 0.959, 1.871], [-0.099, 1.591, 1.259]], "smiles": "C/C=C/CNC.O.O", "energy_ev": -11012.1346, "e_homo_ev": -8.91, "fmax_ha_per_bohr": 0.024, "orbital_gap_ev": 9.8, "multiplicity": 1, "relative_energy_kj_mol": 174.8, "mol_weight_g_mol": 121.18}

No. 4
{"formula": "C6H11CrNO10", "method": "ωB97M-V/def2-TZVPD", "species": ["Cr", "C", "C", "O", "O", "H", "H", "H", "C", "C", "O", "O", "H", "H", "H", "C", "C", "O", "O", "H", "H", "H", "N", "O", "O", "O", "O", "H", "H"], "positions_angstrom": [[0.065, -0.168, 0.316], [-0.598, -2.709, 3.359], [-0.213, -1.765, 2.254], [0.322, -2.178, 1.186], [-0.439, -0.527, 2.397], [0.042, -3.585, 3.462], [-1.639, -3.026, 3.261], [-0.535, -2.190, 4.320], [-2.194, 3.166, 0.255], [-0.756, 2.960, -0.224], [-0.223, 1.877, 0.200], [-0.245, 3.818, -0.939], [-2.612, 4.134, -0.016], [-2.292, 3.050, 1.340], [-2.776, 2.324, -0.139], [1.226, -1.181, -3.883], [0.835, -0.218, -2.749], [0.620, -0.790, -1.606], [0.902, 0.971, -2.996], [0.481, -1.057, -4.680], [1.202, -2.248, -3.641], [2.222, -0.927, -4.236], [3.357, 0.933, 0.915], [4.340, 0.771, 1.687], [2.260, 0.377, 1.209], [3.448, 1.671, -0.059], [-2.040, -0.978, -0.077], [-2.705, -1.646, 0.120], [-2.059, -0.861, -1.036]], "energy_ev": -56787.5315, "e_homo_ev": [-0.77, -1.70], "fmax_ha_per_bohr": 0.037, "orbital_gap_ev": [5.4, 6.2], "multiplicity": 5, "relative_energy_kj_mol": 0.0, "mol_weight_g_mol": 309.15, "total_charge": -2}

No. 5
{"formula": "C6H9N2O2", "method": "ωB97M-V/def2-TZVPD", "species": ["C", "C", "C", "C", "C", "C", "N", "N", "O", "O", "H", "H", "H", "H", "H", "H", "H", "H", "H"], "positions_angstrom": [[1.192, -1.531, 2.223], [0.269, 0.565, -2.135], [0.998, 0.145, -0.838], [-1.000, -0.040, -1.563], [-0.719, 0.979, 0.977], [-0.392, -0.007, -0.176], [-1.371, -0.149, 1.598], [-0.871, -1.139, 0.629], [0.657, -1.110, 3.184], [2.137, -2.006, 1.688], [0.240, 1.730, -2.269], [0.742, 0.094, -3.187], [1.691, -0.799, -0.835], [1.626, 0.957, -0.548], [-1.936, 0.540, -1.839], [-0.998, -1.103, -1.849], [0.155, 1.306, 1.532], [-1.232, 1.950, 0.750], [-1.188, -0.382, 2.661]], "energy_ev": -13439.6377, "e_homo_ev": [-1.53, -1.52], "fmax_ha_per_bohr": 0.075, "orbital_gap_ev": [5.4, 5.4], "multiplicity": 1, "relative_energy_kj_mol": 591.0, "mol_weight_g_mol": 141.15, "total_charge": -1}

No. 6
{"formula": "C2H5N3OS", "method": "ωB97M-V/def2-TZVPD", "species": ["C", "C", "H", "H", "H", "H", "H", "N", "N", "N", "O", "S"], "positions_angstrom": [[-1.823, -0.029, 0.105], [1.516, 0.743, -0.108], [-3.353, -1.328, -0.563], [-1.695, -2.029, -0.221], [-3.132, 1.274, -0.846], [-0.340, 1.522, -0.186], [1.695, 1.832, -0.459], [-2.370, -1.289, -0.146], [-2.204, 1.166, -0.102], [0.291, 0.830, 0.276], [-0.473, -0.367, 0.488], [2.652, -0.473, -0.113]], "smiles": "[H]/N=C(\\N)ONC=S", "energy_ev": -19505.1089, "e_homo_ev": -8.32, "fmax_ha_per_bohr": 0.092, "orbital_gap_ev": 8.6, "multiplicity": 1, "relative_energy_kj_mol": 370.6, "mol_weight_g_mol": 119.15}